1.
A structure of composition C41H44BrFN5O5RuSi2, computed with ωB97M-V with the def2-TZVPD basis set.

Element x y z (Å)
Ru (0.1529, 0.2385, -1.8852)
C (1.6957, -4.3889, -2.4448)
Si (2.4818, -2.7267, -2.7487)
C (4.3381, -2.6310, -2.8347)
C (1.9684, -2.2595, -4.5017)
C (2.4313, -3.2779, -5.3600)
C (2.2903, -3.2110, -6.7339)
C (1.6775, -2.1020, -7.2989)
C (1.2156, -1.0922, -6.4739)
C (1.3407, -1.1398, -5.0758)
Si (0.5592, 0.3638, -4.2236)
C (-1.1938, 0.4090, -4.9576)
C (1.4866, 1.8415, -4.9222)
H (2.2058, -5.1591, -3.0287)
H (0.6562, -4.3572, -2.7779)
H (1.7328, -4.6864, -1.3971)
H (4.7125, -3.4542, -3.4508)
H (4.8220, -2.6871, -1.8615)
H (4.6241, -1.7005, -3.3301)
H (2.9256, -4.1527, -4.9449)
H (2.6581, -4.0166, -7.3580)
H (1.5594, -2.0283, -8.3732)
H (0.7291, -0.2337, -6.9279)
H (-1.2657, 1.1797, -5.7305)
H (-1.9436, 0.6362, -4.1988)
H (-1.4324, -0.5612, -5.4034)
H (1.2379, 1.9796, -5.9790)
H (2.5689, 1.7064, -4.8393)
H (1.2175, 2.7560, -4.3892)
C (2.7928, -2.8234, 5.1592)
C (3.4423, -1.6902, 4.3775)
N (2.5870, -1.1918, 3.3026)
C (2.7377, -1.7116, 2.0685)
C (2.0198, -1.3382, 0.9788)
C (2.3922, -2.0831, -0.2521)
O (3.1159, -3.0552, -0.1899)
O (1.9283, -1.6778, -1.4564)
C (1.0012, -0.3188, 1.1471)
O (0.2202, 0.0702, 0.2366)
C (0.8658, 0.2465, 2.4426)
C (-0.0859, 1.2954, 2.6479)
C (-0.2662, 1.8139, 3.8932)
F (-1.1527, 2.8284, 4.0487)
C (0.4569, 1.3587, 4.9924)
C (1.4103, 0.3105, 4.8103)
C (1.6269, -0.2048, 3.5462)
N (0.2081, 1.7449, 6.3823)
C (1.3617, 2.4493, 7.0472)
C (1.2316, 2.2584, 8.5713)
N (-0.1191, 1.7676, 8.8408)
C (-1.1212, 2.6456, 8.2457)
C (-1.0301, 2.5240, 6.7044)
H (3.4522, -3.1618, 5.9598)
H (2.5901, -3.6690, 4.5001)
H (1.8463, -2.5044, 5.5992)
H (4.3734, -2.0256, 3.9248)
H (3.6908, -0.8539, 5.0293)
H (3.5010, -2.4697, 1.9616)
H (-0.6360, 1.6807, 1.8007)
H (1.9272, -0.0869, 5.6753)
H (1.2923, 3.4947, 6.7552)
H (2.2837, 2.0431, 6.6455)
H (1.4456, 3.2107, 9.0684)
H (1.9481, 1.5208, 8.9284)
H (-0.2750, 1.6336, 9.8287)
H (0.0867, 0.8875, 6.9364)
H (-0.9791, 3.6915, 8.5403)
H (-2.1080, 2.3352, 8.5789)
H (-0.9467, 3.4948, 6.2308)
H (-1.8762, 2.0016, 6.2704)
N (-1.0871, -1.4585, -2.0370)
C (-2.0999, -1.8750, -1.6997)
C (-3.3849, -2.3573, -1.2826)
C (-4.4960, -2.1370, -2.0901)
C (-5.7344, -2.5949, -1.6744)
C (-5.8582, -3.2663, -0.4659)
C (-4.7457, -3.4805, 0.3375)
C (-3.5031, -3.0236, -0.0659)
H (-4.3793, -1.6009, -3.0229)
H (-6.6049, -2.4254, -2.2934)
H (-6.8291, -3.6227, -0.1460)
H (-4.8477, -4.0015, 1.2800)
H (-2.6240, -3.1702, 0.5481)
Br (-2.5212, 7.1241, -4.8963)
C (-3.0339, 5.4052, -4.2429)
C (-4.3277, 4.9595, -4.5159)
C (-4.6917, 3.6973, -4.0240)
C (-3.8125, 2.9233, -3.3053)
C (-2.4856, 3.3834, -3.0432)
C (-2.1171, 4.6752, -3.5347)
C (-1.5978, 2.5656, -2.3486)
O (-0.3379, 3.1186, -2.0913)
O (-1.8469, 1.3779, -1.9105)
H (-5.0147, 5.5673, -5.0862)
H (-5.6935, 3.3306, -4.2189)
H (-4.1037, 1.9517, -2.9286)
H (-1.1258, 5.0607, -3.3511)
N (1.7332, 2.4973, -1.2964)
C (0.6074, 2.1934, -1.7786)
H (1.8713, 3.4965, -1.1428)

Results
energy above the lowest of the compared OMol25 structures with the same formula, charge and spin: 0.00 kcal per mole
spin multiplicity: 6
calculated total energy: -152014.0661 eV
HOMO (spin up / spin down): -4.150 / -7.387 eV
HOMO-LUMO gap (spin up / spin down): 3.8 / 7.1 eV

2.
A structure of composition C41H44IrN5OP2 in a non-equilibrium geometry, computed with ωB97M-V with the def2-TZVPD basis set.

Element x y z (Å)
Ir (-0.0039, -0.7273, -0.1411)
N (-0.5651, 2.3819, 0.1848)
P (1.1062, 2.2758, 0.1764)
C (1.6390, 2.7430, 1.8497)
C (1.9886, 1.7241, 2.7364)
C (2.2946, 2.0173, 4.0482)
C (2.2542, 3.3322, 4.4920)
C (1.9049, 4.3510, 3.6140)
C (1.5928, 4.0625, 2.2989)
C (1.6627, 3.6452, -0.8743)
C (0.8895, 4.0954, -1.9444)
C (1.4119, 5.0193, -2.8279)
C (2.7105, 5.4819, -2.6719)
C (3.4844, 5.0314, -1.6082)
C (2.9679, 4.1140, -0.7170)
P (-1.6512, 1.0753, -0.1347)
C (-3.1362, 2.1380, -0.4411)
C (-3.5720, 3.0751, 0.4947)
C (-4.7570, 3.7521, 0.2905)
C (-5.5312, 3.4857, -0.8280)
C (-5.1107, 2.5432, -1.7528)
C (-3.9173, 1.8717, -1.5578)
C (-2.1697, 0.5800, 1.5532)
C (-1.4000, 0.8743, 2.6726)
C (-1.8227, 0.4871, 3.9302)
C (-2.9998, -0.2269, 4.0756)
C (-3.7486, -0.5659, 2.9589)
C (-3.3457, -0.1481, 1.7059)
H (-0.9653, 3.3040, 0.3179)
H (2.0004, 0.7063, 2.3719)
H (2.5610, 1.2217, 4.7294)
H (2.4870, 3.5627, 5.5206)
H (1.8725, 5.3727, 3.9608)
H (1.3143, 4.8520, 1.6147)
H (-0.1190, 3.7225, -2.0710)
H (0.8042, 5.3834, -3.6433)
H (3.1210, 6.1910, -3.3741)
H (4.4914, 5.3977, -1.4804)
H (3.5641, 3.7435, 0.1071)
H (-2.9921, 3.2612, 1.3899)
H (-5.0876, 4.4876, 1.0104)
H (-6.4646, 4.0084, -0.9741)
H (-5.7179, 2.3284, -2.6188)
H (-3.5849, 1.1214, -2.2629)
H (-0.4693, 1.4078, 2.5600)
H (-1.2345, 0.7426, 4.7996)
H (-3.3263, -0.5312, 5.0587)
H (-4.6497, -1.1487, 3.0682)
H (-3.9352, -0.3940, 0.8329)
N (-6.0286, -4.4212, -1.5020)
C (-5.2941, -4.3520, -0.3281)
O (-5.7197, -4.8834, 0.6964)
C (-4.0635, -3.5922, -0.3793)
C (-3.2120, -3.5966, 0.7552)
C (-2.0415, -2.9049, 0.7442)
N (-1.5985, -2.1752, -0.3193)
C (-2.4284, -2.1431, -1.3964)
C (-3.6165, -2.8069, -1.4746)
H (-6.8050, -5.0652, -1.4743)
H (-5.5503, -4.3537, -2.3839)
H (-3.5279, -4.1625, 1.6171)
H (-1.3844, -2.9076, 1.6056)
H (-2.0772, -1.5447, -2.2313)
H (-4.2152, -2.7063, -2.3686)
C (1.5163, 0.6110, -0.1355)
C (2.9330, 0.3687, -0.3384)
C (3.6096, -0.5380, 0.4917)
C (4.9580, -0.7806, 0.3469)
C (5.6768, -0.1450, -0.6533)
C (5.0230, 0.7348, -1.5020)
C (3.6761, 0.9913, -1.3498)
H (3.0533, -1.0142, 1.2867)
H (5.4539, -1.4589, 1.0290)
H (6.7325, -0.3379, -0.7777)
H (5.5764, 1.2264, -2.2893)
H (3.1731, 1.6632, -2.0314)
C (3.1253, -4.2113, -3.0937)
C (2.3582, -4.3097, -1.7750)
C (3.2793, -4.8485, -0.6771)
C (1.1318, -5.2209, -1.9385)
N (1.9876, -2.9308, -1.4404)
N (1.3520, -2.7501, -0.1770)
H (3.4883, -5.1877, -3.4015)
H (3.9686, -3.5375, -2.9718)
H (2.4825, -3.8154, -3.8756)
H (3.7407, -5.7791, -0.9976)
H (2.7265, -5.0486, 0.2397)
H (4.0603, -4.1193, -0.4755)
H (1.4378, -6.2279, -2.2081)
H (0.4801, -4.8332, -2.7187)
H (0.5560, -5.2856, -1.0155)
H (1.3831, -2.5523, -2.1665)
H (2.0894, -2.7735, 0.5248)
H (0.6886, -3.5041, 0.0309)

Results
energy above the lowest of the compared OMol25 structures with the same formula, charge and spin: 62.90 kcal per mole
calculated total energy: -74143.9197 eV
HOMO (spin up / spin down): -5.322 / -4.451 eV
HOMO-LUMO gap (spin up / spin down): 5.3 / 3.9 eV

3.
A structure of composition C41H45AsBrCl2N2O5Pt in a non-equilibrium geometry, computed with ωB97M-V with the def2-TZVPD basis set.

Element x y z (Å)
Pt (-0.0644, 0.3860, -0.2240)
C (-1.4335, -7.3796, 1.7983)
C (-0.2009, -7.1868, 0.9043)
C (-0.3889, -8.0425, -0.3544)
C (1.0480, -7.7097, 1.6305)
C (-0.0431, -5.6687, 0.5995)
C (0.3271, -4.8943, 1.5964)
C (0.5374, -3.4072, 1.5519)
Br (-0.0322, -2.7058, 3.2745)
C (0.0338, -2.7959, -0.7334)
O (0.2719, -1.7400, -1.2728)
C (-0.1710, -4.0777, -1.4582)
C (-0.2873, -5.2281, -0.8094)
C (-0.2911, -3.9720, -2.9900)
C (-1.4705, -3.0641, -3.3617)
C (1.0210, -3.4038, -3.5641)
C (-0.5323, -5.3331, -3.6427)
H (-1.5558, -8.4367, 2.0453)
H (-2.3426, -7.0425, 1.2938)
H (-1.3385, -6.8200, 2.7309)
H (-0.4408, -9.0909, -0.0582)
H (0.4442, -7.9399, -1.0543)
H (-1.3183, -7.8144, -0.8807)
H (1.0033, -8.7981, 1.7023)
H (1.1272, -7.3248, 2.6486)
H (1.9587, -7.4417, 1.0907)
H (0.5380, -5.3379, 2.5614)
H (-0.5205, -6.0538, -1.4577)
H (-1.3339, -2.0555, -2.9757)
H (-2.4082, -3.4672, -2.9678)
H (-1.5593, -2.9946, -4.4483)
H (1.2162, -2.3823, -3.2427)
H (0.9598, -3.4069, -4.6544)
H (1.8705, -4.0252, -3.2696)
H (-1.4859, -5.7786, -3.3450)
H (0.2703, -6.0429, -3.4276)
H (-0.5647, -5.1922, -4.7233)
O (1.1208, 0.9450, -4.2255)
C (0.6234, 0.9423, -3.1152)
O (1.1316, 1.3020, -1.9994)
C (-0.8500, 0.5106, -3.0292)
C (-1.5985, 0.4276, -4.2188)
C (-2.9205, 0.1188, -4.1526)
C (-3.5247, -0.1380, -2.9005)
C (-4.8947, -0.4736, -2.7700)
C (-5.4326, -0.7207, -1.5426)
C (-4.6207, -0.6508, -0.3868)
C (-3.2971, -0.3292, -0.4809)
C (-2.7265, -0.0567, -1.7440)
N (-1.3979, 0.2860, -1.8479)
H (-1.0800, 0.6182, -5.1470)
H (-3.5213, 0.0516, -5.0527)
H (-5.5040, -0.5357, -3.6636)
H (-6.4794, -0.9774, -1.4485)
H (-5.0544, -0.8634, 0.5818)
H (-2.6589, -0.3009, 0.3943)
C (0.7848, 3.9242, 0.1954)
As (-0.7175, 2.7958, -0.2353)
C (-2.1158, 3.4565, 0.9212)
C (-1.2684, 3.4688, -1.9529)
H (0.4862, 4.9684, 0.1168)
H (1.5836, 3.7150, -0.5158)
H (1.1273, 3.7282, 1.2123)
H (-2.3891, 4.4581, 0.5918)
H (-1.7641, 3.4874, 1.9494)
H (-2.9837, 2.8018, 0.8574)
H (-1.3577, 4.5511, -1.8702)
H (-2.2326, 3.0409, -2.2230)
H (-0.5258, 3.2181, -2.7048)
Cl (-0.8783, 0.7548, 2.4880)
C (0.6170, 0.8593, 3.3745)
C (0.5034, 0.9208, 4.7510)
C (1.6496, 1.0247, 5.5182)
C (2.8771, 1.1152, 4.8901)
C (2.9704, 1.0791, 3.5052)
Cl (4.5462, 1.3858, 2.8629)
C (1.8419, 0.8904, 2.6993)
N (1.8873, 0.7791, 1.2560)
C (3.0581, 0.1853, 0.6239)
C (3.6757, 0.9299, -0.3673)
C (4.8043, 0.4517, -1.0053)
C (5.3331, -0.7757, -0.6317)
C (4.6975, -1.5196, 0.3468)
C (3.5420, -1.0690, 0.9764)
C (2.8454, -1.9959, 1.9538)
C (1.9974, -2.9980, 1.1801)
O (2.3800, -3.4938, 0.1545)
O (-0.2814, -2.7497, 0.6052)
H (-0.4772, 0.8836, 5.2049)
H (1.5839, 1.0683, 6.5970)
H (3.7854, 1.2468, 5.4615)
H (1.7673, 1.7076, 0.8628)
H (3.2590, 1.8879, -0.6557)
H (5.2688, 1.0406, -1.7851)
H (6.2276, -1.1558, -1.1069)
H (5.0923, -2.4895, 0.6247)
H (2.2468, -1.4754, 2.6923)
H (3.5912, -2.5761, 2.5028)

Results
energy above the lowest of the compared OMol25 structures with the same formula, charge and spin: 50.15 kcal per mole
calculated total energy: -215631.6449 eV
total charge: +1
HOMO (spin up / spin down): -10.023 / -10.138 eV
HOMO-LUMO gap (spin up / spin down): 6.9 / 6.8 eV

Q: Which value of calculated total energy does entry 1 give?
A: -152014.0661 eV